1.
This record from the Open Molecules 2025 dataset describes a molecular structure, C49H40CoN3P2SSi. The level of theory is ωB97M-V with the def2-TZVPD basis set.

Results
frontier orbital gap (alpha / beta)	6.786 / 6.016	eV
charge	+1
lowest unoccupied orbital energy (alpha / beta)	-1.786 / -4.351	eV
ΔE to the lowest compared entry with this formula, charge and spin	21.40	kJ/mol
2S+1	4
HOMO (alpha / beta)	-8.572 / -10.367	eV

XYZ file:
```
97
Properties=species:S:1:pos:R:3:mulliken_charge:R:1
Co 0.4352 0.3044 0.0772 -0.1110
C 3.1869 2.1676 -1.4132 -1.4913
Si 2.6429 0.7224 -0.3348 1.6273
C 3.1998 -0.8514 -1.2395 0.2187
C 4.4834 -1.4001 -1.2478 -0.8909
C 4.7731 -2.5203 -2.0110 -0.8253
C 3.7844 -3.1121 -2.7904 -0.8992
C 2.5045 -2.5842 -2.8013 -0.3965
C 2.2143 -1.4628 -2.0255 0.1385
P 0.5882 -0.6428 -1.9512 1.2569
C 0.4352 0.2892 -3.5061 0.1479
C 0.5820 -0.3482 -4.7391 -0.4295
C 0.4747 0.3744 -5.9143 -0.7464
C 0.2175 1.7406 -5.8718 -0.6209
C 0.0672 2.3796 -4.6522 -0.9468
C 0.1766 1.6548 -3.4713 -0.0134
C -0.6362 -1.9792 -2.1571 0.0705
C -1.8324 -1.7302 -2.8296 -0.5143
C -2.8228 -2.7004 -2.8865 -0.9356
C -2.6278 -3.9324 -2.2761 -0.5808
C -1.4428 -4.1863 -1.6007 -1.0470
C -0.4563 -3.2114 -1.5312 -0.3436
C 3.5712 0.8912 1.3084 0.9228
C 4.9512 1.0664 1.4560 -0.5990
C 5.5279 1.1310 2.7133 -0.8470
C 4.7390 1.0263 3.8569 -0.7943
C 3.3699 0.8732 3.7370 -0.1099
C 2.7963 0.8182 2.4668 -0.6544
P 1.0158 0.6403 2.1855 1.7870
C 0.5575 -0.7984 3.2053 -0.2170
C 1.1041 -2.0209 2.8069 -0.4344
C 0.7828 -3.1867 3.4802 -0.6248
C -0.0992 -3.1452 4.5541 -0.6440
C -0.6370 -1.9337 4.9615 -0.7348
C -0.3052 -0.7600 4.2944 -0.2024
C 0.2166 2.0916 2.9213 0.4353
C 0.9489 3.2048 3.3212 -0.9184
C 0.2951 4.3566 3.7422 -0.7612
C -1.0895 4.4045 3.7624 -0.8167
C -1.8276 3.2981 3.3574 -0.7619
C -1.1785 2.1522 2.9321 -0.4426
H 4.2752 2.1462 -1.5197 0.4915
H 2.9223 3.1323 -0.9765 0.4723
H 2.7551 2.1120 -2.4142 0.3299
H 5.2646 -0.9586 -0.6399 0.3608
H 5.7705 -2.9410 -1.9977 0.4442
H 4.0123 -3.9887 -3.3826 0.4332
H 1.7326 -3.0629 -3.3922 0.3682
H 0.7772 -1.4123 -4.7838 0.3082
H 0.5929 -0.1258 -6.8665 0.4563
H 0.1375 2.3035 -6.7925 0.4132
H -0.1309 3.4429 -4.6140 0.4895
H 0.0661 2.1543 -2.5198 0.3460
H -1.9833 -0.7785 -3.3272 0.4286
H -3.7423 -2.5007 -3.4223 0.4829
H -3.3957 -4.6930 -2.3320 0.4644
H -1.2821 -5.1463 -1.1266 0.4628
H 0.4656 -3.4198 -1.0003 0.4941
H 5.5851 1.1557 0.5805 0.3693
H 6.5982 1.2606 2.8112 0.4486
H 5.1968 1.0686 4.8364 0.4285
H 2.7497 0.7960 4.6233 0.5162
H 1.7904 -2.0566 1.9648 0.3856
H 1.2183 -4.1275 3.1690 0.4675
H -0.3555 -4.0556 5.0800 0.4190
H -1.3110 -1.8967 5.8074 0.4625
H -0.7216 0.1816 4.6284 0.4595
H 2.0312 3.1793 3.3030 0.3948
H 0.8730 5.2164 4.0549 0.4420
H -1.5962 5.3018 4.0926 0.4140
H -2.9094 3.3331 3.3684 0.4600
H -1.7582 1.2987 2.5962 0.4549
N -3.6760 0.1763 -0.4341 0.4123
C -4.2287 -1.0475 -0.1404 -0.5177
C -5.5223 -1.3623 -0.5794 -0.8541
C -6.0843 -2.5709 -0.2480 -0.6304
C -5.3784 -3.5016 0.5282 -0.7900
C -4.1062 -3.2088 0.9542 -0.8413
C -3.5193 -1.9826 0.6163 1.0453
S -1.9037 -1.6680 1.1273 0.3436
N -1.4596 -0.3128 0.3625 1.1353
C -2.4020 0.5849 -0.1472 -0.3345
C -1.9728 1.9121 -0.3650 0.1733
C -2.8263 2.9893 -0.6953 -1.0339
C -2.2993 4.2539 -0.7842 -1.1536
C -0.9382 4.4557 -0.5402 -1.1617
C -0.1595 3.3493 -0.2530 -0.5331
N -0.6360 2.1096 -0.1967 2.4770
H -4.2503 0.8148 -0.9620 0.2161
H -6.0727 -0.6417 -1.1730 0.4728
H -7.0848 -2.8026 -0.5870 0.4269
H -5.8311 -4.4493 0.7838 0.4379
H -3.5399 -3.9227 1.5404 0.5075
H -3.8899 2.8439 -0.8335 0.4673
H -2.9427 5.0914 -1.0200 0.4725
H -0.4952 5.4398 -0.5754 0.5830
H 0.9040 3.4500 -0.0757 0.0611
```

=====

2.
This record from the Open Molecules 2025 dataset describes 3 unconnected molecules or ions with the total composition C49H40F5IN4O4S3 at a distorted geometry. The level of theory is ωB97M-V with the def2-TZVPD basis set.

Results
frontier orbital gap	7.970	eV
charge	0
lowest unoccupied orbital energy	-0.269	eV
SMILES	C=CN1c2ccc(N(C(C)=O)C(C)=O)c(CCCSC(=S)N(c3ccccc3)c3ccccc3)c2Sc2c(I)c(COC(F)(F)F)cc(OC#N)c21.Fc1ccccc1.Fc1ccccc1
ΔE to the lowest compared entry with this formula, charge and spin	0.00	kJ/mol
HOMO	-8.240	eV

XYZ file:
```
106
Properties=species:S:1:pos:R:3:mulliken_charge:R:1
C -5.0649 2.1738 5.2541 -0.8467
C -3.9063 1.5676 5.0262 -0.0516
N -2.9292 2.2610 4.2042 0.6845
C -2.7923 1.6929 2.8938 -0.1537
C -3.8146 1.9865 1.9762 -1.2526
C -3.7943 1.4338 0.6957 -0.2554
C -2.7757 0.5699 0.2625 -0.2351
N -2.7681 -0.0320 -1.0505 0.9932
C -1.8159 0.5561 -1.9565 0.4497
C -1.1133 1.8859 -1.7143 -1.0096
O -1.5605 -0.0513 -2.9687 -0.5830
C -4.0951 -0.1043 -1.6415 0.4933
C -4.6133 0.9919 -2.5877 -0.8471
O -4.7933 -1.0503 -1.4063 -0.5820
C -1.7193 0.2818 1.1630 -0.1709
C -0.5907 -0.6400 0.7171 -1.6542
C -1.0422 -2.0897 0.3470 -0.6033
C 0.1623 -3.0597 0.5107 -1.1236
S 1.0672 -3.3309 -1.0421 0.3072
C 1.5447 -5.0541 -1.0370 -0.3124
S 0.4528 -6.2010 -0.6072 -0.1988
N 2.8506 -5.4834 -1.4195 0.3437
C 2.9152 -5.9644 -2.7806 0.0608
C 4.0464 -6.7117 -3.1776 -0.2233
C 4.1380 -7.1634 -4.4893 -0.5070
C 3.1563 -6.9077 -5.4633 -0.5081
C 2.0298 -6.1817 -5.0583 -0.7426
C 1.9191 -5.7294 -3.7348 0.0778
C 3.8774 -4.4797 -1.1722 -0.3184
C 4.5329 -4.4480 0.0583 -0.4145
C 5.5180 -3.4784 0.3298 -0.5744
C 5.8358 -2.5369 -0.6470 -0.4445
C 5.1959 -2.5750 -1.8989 -0.7493
C 4.2153 -3.5372 -2.1638 0.2992
C -1.7677 0.8448 2.4581 1.6118
S -0.4358 0.4200 3.6020 -0.4511
C -0.5087 1.7773 4.7685 1.9634
C 0.6380 2.0562 5.5415 -1.0949
I 2.3947 0.8817 5.2744 0.0894
C 0.5961 3.1230 6.4777 0.8894
C 1.8594 3.4353 7.2764 -1.6989
O 2.8587 4.0016 6.4009 -0.2272
C 2.5132 5.1899 5.8507 0.9039
F 3.6512 5.9149 5.7097 -0.2895
F 1.6881 5.9265 6.6117 -0.2488
F 2.0123 5.0611 4.6115 -0.1922
C -0.5930 3.8317 6.6148 -0.5578
C -1.7170 3.5381 5.8405 0.6170
O -2.8785 4.3124 6.0788 -0.4559
C -3.2867 4.0853 7.3127 0.4265
N -3.6800 3.6860 8.3181 -0.4659
C -1.7101 2.5009 4.8971 -1.2316
H -5.8281 1.7497 5.9096 0.2889
H -5.3100 3.1243 4.7704 0.2400
H -3.7101 0.5819 5.4630 0.3036
H -4.6591 2.6259 2.2326 0.3835
H -4.6372 1.6723 0.0405 0.3857
H -1.5692 2.5184 -0.9399 0.3084
H -0.0541 1.7547 -1.4641 0.0868
H -1.1419 2.4589 -2.6549 0.4596
H -4.2245 0.8013 -3.6018 0.0414
H -5.7089 0.9771 -2.5661 0.3968
H -4.2121 1.9560 -2.2276 0.3863
H 0.2267 -0.7180 1.4448 1.1800
H -0.1456 -0.2006 -0.1934 -0.2104
H -1.4469 -2.1150 -0.6729 0.1783
H -1.8225 -2.4147 1.0542 0.4814
H -0.2479 -4.0384 0.8120 0.5396
H 0.8323 -2.7571 1.3307 0.3392
H 4.8361 -6.9024 -2.4492 0.4059
H 5.0098 -7.7499 -4.7905 0.3425
H 3.2863 -7.2604 -6.4866 0.3884
H 1.2470 -5.9667 -5.7901 0.3632
H 1.0098 -5.1737 -3.4856 0.3720
H 4.2988 -5.1815 0.8319 0.4210
H 6.0016 -3.4669 1.3075 0.4049
H 6.5746 -1.7446 -0.5024 0.3850
H 5.4374 -1.8741 -2.6991 0.3773
H 3.7520 -3.5355 -3.1533 0.4305
H 2.2816 2.4867 7.6361 0.5792
H 1.6742 4.0481 8.1682 0.3893
H -0.6301 4.6467 7.3424 0.4025
F -3.7876 0.8964 -5.4628 -0.2700
C -3.7622 0.2362 -6.6416 0.3433
C -3.1787 -1.0134 -6.6954 -0.2806
C -3.1570 -1.6935 -7.9046 -0.4398
C -3.7079 -1.1125 -9.0400 -0.5256
C -4.2862 0.1476 -8.9663 -0.3629
C -4.3195 0.8278 -7.7571 -0.5274
H -2.7481 -1.4440 -5.8001 0.5047
H -2.7095 -2.6770 -7.9611 0.3641
H -3.6860 -1.6437 -9.9830 0.3617
H -4.7120 0.6022 -9.8513 0.3543
H -4.7729 1.8073 -7.6767 0.4023
F 1.2321 1.9373 0.5179 0.1829
C 2.1922 2.8709 0.6745 0.3241
C 2.6749 3.5375 -0.4352 -0.5993
C 3.6607 4.4993 -0.2665 -0.4642
C 4.1554 4.7723 1.0023 -0.7520
C 3.6601 4.0877 2.1044 -0.3720
C 2.6663 3.1330 1.9411 0.1592
H 2.2824 3.3039 -1.4169 0.4029
H 4.0437 5.0349 -1.1253 0.3842
H 4.9276 5.5198 1.1315 0.3817
H 4.0478 4.2970 3.0925 0.3923
H 2.2609 2.5930 2.7870 0.0504
```

=====

3.
This record from the Open Molecules 2025 dataset describes a molecular structure, C49H40N7O5S2V at a distorted geometry. The level of theory is ωB97M-V with the def2-TZVPD basis set.

Results
frontier orbital gap (alpha / beta)	6.138 / 6.437	eV
charge	-1
lowest unoccupied orbital energy (alpha / beta)	1.752 / 1.764	eV
2S+1	2
HOMO (alpha / beta)	-4.386 / -4.673	eV

XYZ file:
```
104
Properties=species:S:1:pos:R:3:mulliken_charge:R:1
V -0.6400 -0.8253 0.8995 -1.1750
O -1.9549 -4.5215 2.1412 -0.7596
C -1.4963 -3.3868 2.2767 -0.0194
N -1.7887 -2.2868 1.5617 0.5163
C -2.9244 -2.2167 0.7801 0.3177
C -3.7185 -3.2677 0.3245 -0.6815
C -4.7782 -3.0119 -0.5261 -0.6911
C -5.0719 -1.7161 -0.9175 -0.8212
C -4.3251 -0.6517 -0.4407 -0.7334
C -3.2483 -0.8863 0.4062 -0.2388
N -2.3595 0.0816 0.8577 1.4325
C -2.8620 1.2528 1.2900 0.0090
O -4.0629 1.5207 1.3708 -0.7636
C -1.8691 2.3038 1.7088 0.3651
C -2.3500 3.5731 2.0444 -1.1037
C -1.4459 4.5631 2.3785 -0.3728
C -0.0932 4.2580 2.3592 -1.1997
C 0.2844 2.9599 2.0473 -0.3586
N -0.5781 2.0092 1.7445 0.6994
C -0.5483 -3.1409 3.4206 0.8340
C 0.3385 -4.1329 3.8415 -0.6218
C 1.1225 -3.8949 4.9554 -0.5809
C 0.9739 -2.6966 5.6378 -0.6261
C 0.0272 -1.7991 5.1701 -0.1719
N -0.7083 -2.0041 4.0924 -0.3889
H -3.4593 -4.2804 0.5865 0.5263
H -5.3495 -3.8404 -0.9227 0.3756
H -5.8668 -1.5328 -1.6252 0.3854
H -4.5327 0.3553 -0.7701 0.4056
H -3.4147 3.7450 2.0456 0.5786
H -1.7853 5.5552 2.6476 0.3981
H 0.6594 4.9980 2.5893 0.5002
H 1.3294 2.6687 2.0289 0.6923
H 0.3894 -5.0616 3.2951 0.6070
H 1.8343 -4.6308 5.3011 0.4147
H 1.5680 -2.4600 6.5086 0.4326
H -0.1579 -0.8689 5.6968 0.5213
C 2.5476 -3.9274 1.0278 -2.3357
C 1.7712 -2.6537 1.2578 1.2779
N 0.7349 -2.3554 0.5011 1.9537
N 0.4644 -3.2453 -0.4520 -1.4728
C -0.4324 -2.9892 -1.3540 0.7974
S -1.2904 -1.5688 -1.5769 -0.5603
S -0.8187 -4.2928 -2.4833 -0.1641
C 0.8222 -5.1002 -2.7221 -0.7149
C 1.6618 -4.2755 -3.6376 0.3367
C 2.4609 -3.2578 -3.1300 0.4888
C 3.2445 -2.4981 -3.9795 -0.5988
C 3.2314 -2.7336 -5.3426 -0.4494
C 2.4057 -3.7180 -5.8597 -0.5541
C 1.6261 -4.4847 -5.0114 -0.5915
C 2.2212 -1.8204 2.3377 0.2335
C 3.3892 -2.0837 3.0699 -0.7319
C 3.7884 -1.2777 4.1124 -0.9748
C 3.0327 -0.1687 4.4744 -0.9559
C 1.8642 0.1155 3.7977 -0.2907
C 1.4429 -0.6932 2.7344 0.4097
O 0.3395 -0.5072 2.1055 0.2292
H 2.0809 -4.5094 0.2412 0.1729
H 2.5569 -4.5177 1.9442 0.6783
H 3.5749 -3.7034 0.7392 0.4340
H 0.5889 -6.0753 -3.1474 0.5894
H 1.2635 -5.2027 -1.7336 -0.1129
H 2.4570 -3.0430 -2.0736 0.1493
H 3.8659 -1.7190 -3.5656 0.4102
H 3.8639 -2.1522 -6.0006 0.3783
H 2.3698 -3.8898 -6.9269 0.3639
H 0.9780 -5.2521 -5.4114 0.3871
H 3.9957 -2.9386 2.8201 0.4590
H 4.6962 -1.5190 4.6479 0.4209
H 3.3442 0.4621 5.2940 0.4188
H 1.2349 0.9487 4.0791 0.6986
C -0.3942 7.2891 -0.3951 -1.7436
C -1.2503 6.0819 -0.6525 1.3012
C -2.6315 6.1926 -0.5656 -0.8261
C -3.4460 5.0924 -0.7690 -1.0289
C -2.8860 3.8790 -1.1108 -0.9129
C -1.5040 3.7564 -1.2360 -1.0041
N -0.9749 2.5135 -1.5893 0.4495
C -0.0085 2.3086 -2.5362 0.8980
C 0.0559 3.1441 -3.6612 -0.7671
C 0.9297 2.8825 -4.6933 -0.6324
C 1.7675 1.7789 -4.6385 -0.6810
C 1.7420 0.9694 -3.5209 -0.8957
C 0.8843 1.2201 -2.4569 -0.0076
C 0.9868 0.3271 -1.2499 -0.0168
O 1.8861 -0.5057 -1.1602 -0.7214
O 0.1181 0.5233 -0.3264 0.4747
C -0.6716 4.8505 -0.9570 2.2061
C 0.8173 4.6705 -0.9369 -1.8806
H -1.0113 8.1833 -0.3403 0.4509
H 0.3407 7.4176 -1.1883 0.3287
H 0.1434 7.1876 0.5484 0.2980
H -3.0693 7.1504 -0.3184 0.3366
H -4.5174 5.1873 -0.6696 0.4374
H -3.5060 3.0122 -1.2833 0.5070
H -1.0547 1.7551 -0.9090 0.0049
H -0.6214 3.9845 -3.7141 0.5225
H 0.9470 3.5351 -5.5563 0.3899
H 2.4322 1.5549 -5.4592 0.4297
H 2.3945 0.1160 -3.4393 0.4901
H 1.2558 4.8905 -1.9111 0.4751
H 1.0650 3.6411 -0.6862 -0.0253
H 1.2699 5.3246 -0.1956 0.6601
```

=====

4.
This record from the Open Molecules 2025 dataset describes a molecular structure, C49H41Br2N10O5PRb. The level of theory is ωB97M-V with the def2-TZVPD basis set.

Results
frontier orbital gap	5.653	eV
charge	-1
lowest unoccupied orbital energy	1.747	eV
ΔE to the lowest compared entry with this formula, charge and spin	0.00	kJ/mol
HOMO	-3.906	eV

XYZ file:
```
109
Properties=species:S:1:pos:R:3:mulliken_charge:R:1
Rb -0.1610 -0.4781 -1.4958 0.5185
O -1.6604 1.1606 -5.8613 -0.5260
C -1.7465 0.1736 -4.9360 0.4563
O -2.4596 0.2456 -3.9787 -0.4672
C -0.8835 -1.0122 -5.3147 -0.6455
O -0.3605 -1.5898 -4.1608 0.1746
C 0.1188 -2.9180 -4.3949 -0.7413
C 0.5599 -3.5913 -3.0776 0.1271
O 1.2649 -4.6052 -3.2167 -0.8132
O 0.1734 -3.0361 -2.0275 -0.1658
H -2.2662 1.8584 -5.5674 0.3990
H -0.1045 -0.6920 -6.0171 0.3369
H -1.5428 -1.7120 -5.8502 0.3736
H 0.9709 -2.8942 -5.0824 0.3094
H -0.6807 -3.5113 -4.8540 0.3271
N 0.0289 2.2845 1.1276 -0.0009
C 0.3780 2.1886 2.4716 -0.3620
C -0.2265 2.9255 3.4617 -0.3212
C 0.2568 2.8963 4.7860 -0.7497
C 1.3394 2.1399 5.1311 -0.8658
C 1.9862 1.3642 4.1385 0.6603
C 3.1240 0.5630 4.3981 -0.8153
C 3.6876 -0.1550 3.3867 -0.9615
C 3.1028 -0.0962 2.1006 -0.0720
N 2.0628 0.6385 1.8190 0.4419
C 1.5047 1.3758 2.8140 0.9825
H -0.9602 2.4346 0.9770 -0.1531
H 0.3249 1.4552 0.6177 -0.2054
H -1.0788 3.5486 3.2151 0.4963
H -0.2503 3.4883 5.5387 0.3801
H 1.7075 2.1150 6.1494 0.3764
H 3.5267 0.5282 5.4042 0.3778
H 4.5483 -0.7897 3.5517 0.4652
H 3.5123 -0.6943 1.2915 0.2525
Br 7.0494 -2.9855 -1.8960 -0.2128
C 5.3380 -2.1836 -1.7543 -0.1931
C 4.2252 -2.9607 -1.5195 -0.8423
C 3.0017 -2.3065 -1.4128 -0.3588
N 2.8678 -0.9888 -1.5442 0.8747
C 3.9541 -0.2525 -1.7695 0.1852
C 5.2242 -0.8093 -1.8751 -1.0903
C 3.7563 1.2283 -1.8329 0.8663
C 4.7130 2.0626 -2.4131 -0.9776
C 4.5109 3.4266 -2.3464 -0.1273
Br 5.7725 4.5978 -3.1375 -0.2007
C 3.3982 3.9401 -1.7099 -0.9710
C 2.4862 3.0239 -1.2050 -0.2650
N 2.6417 1.7090 -1.2856 0.6473
H 4.2755 -4.0355 -1.4279 0.5367
H 2.0928 -2.8697 -1.2260 0.3507
H 6.1069 -0.2039 -2.0174 0.4424
H 5.5833 1.6640 -2.9130 0.5034
H 3.2280 5.0035 -1.6261 0.5010
H 1.5784 3.3599 -0.7138 0.3881
C 1.8671 -4.7992 1.4627 -0.3459
C 1.8418 -4.0621 2.6444 -0.7687
C 0.8432 -3.1274 2.8566 -0.3065
C -0.1680 -2.9313 1.9106 -0.1586
C -0.1401 -3.6806 0.7399 -0.0051
C 0.8812 -4.5986 0.5102 -0.8629
P -1.3428 -1.5406 2.1507 1.6557
C -1.8356 -1.8742 3.8950 -0.2788
C -2.1632 -0.7776 4.6879 -0.5332
C -2.5724 -0.9412 6.0057 -0.5737
C -2.6543 -2.2129 6.5524 -0.4526
C -2.3279 -3.3177 5.7741 -0.6860
C -1.9242 -3.1480 4.4584 -0.0629
C -2.8064 -2.0138 1.1762 0.3864
C -3.9774 -2.5364 1.7325 -0.5823
C -5.0753 -2.7647 0.9144 -0.6486
C -4.9607 -2.5044 -0.4489 -0.7356
C -3.7644 -2.0182 -0.9680 -0.6897
C -2.6296 -1.7073 -0.1936 -0.5400
H 2.6611 -5.5151 1.2846 0.4113
H 2.6116 -4.2084 3.3945 0.3905
H 0.8432 -2.5409 3.7688 0.5005
H -0.8774 -3.5025 -0.0309 0.1312
H 0.9126 -5.1174 -0.4400 0.3310
H -2.0833 0.2163 4.2650 0.3305
H -2.8164 -0.0727 6.6064 0.3858
H -2.9681 -2.3453 7.5809 0.3624
H -2.3894 -4.3145 6.1945 0.3922
H -1.6668 -4.0122 3.8567 0.4539
H -4.0403 -2.7513 2.7948 0.3321
H -6.0018 -3.1439 1.3315 0.3317
H -5.8097 -2.6718 -1.1055 0.3541
H -3.7355 -1.8349 -2.0430 0.3190
N -3.5213 1.0967 0.4937 0.2697
C -3.3772 2.2055 -0.2202 0.2526
N -4.2852 3.1893 -0.0923 -0.8028
C -4.0469 4.2545 -0.8425 0.2709
N -4.9441 5.2755 -0.7724 -0.3999
N -3.0218 4.4176 -1.6928 -0.7088
C -2.1863 3.3797 -1.7248 -0.3671
N -2.2841 2.2754 -1.0173 0.2636
C -1.0361 3.4887 -2.6811 0.7593
C -0.7912 4.6808 -3.3550 -0.5469
C 0.2502 4.7270 -4.2678 -0.9038
C 1.0025 3.5850 -4.4854 -1.0323
C 0.6877 2.4481 -3.7552 -0.3430
N -0.2979 2.3967 -2.8675 1.2542
H -4.3725 0.9594 1.0110 0.3053
H -2.9728 0.2657 0.2436 -0.1108
H -5.5968 5.2583 -0.0099 0.2667
H -4.6659 6.1579 -1.1607 0.2505
H -1.4211 5.5354 -3.1581 0.5501
H 0.4660 5.6417 -4.8057 0.4388
H 1.8191 3.5678 -5.1947 0.5768
H 1.2634 1.5358 -3.8830 0.2732
```